# 1
Entry from OMol25: a molecular structure, C52H78GeN4O5P3S3Ti (ωB97M-V/def2-TZVPD).

Structure (XYZ):
```
147
C52H78GeN4O5P3S3Ti ωB97M-V/def2-TZVPD
Ti -0.98805 0.21948 -0.89344
C -2.69575 -0.47602 -3.68744
C -3.16935 0.68368 -2.78914
N -2.01855 1.49188 -2.42414
C -1.65035 2.40958 -3.50704
C -0.15725 2.66358 -3.61734
S 0.85755 1.18158 -3.39844
C 0.22675 0.06378 -4.71344
C -0.38895 -1.22022 -4.14994
N -1.43285 -0.98292 -3.16214
H -2.53945 -0.11912 -4.70974
H -3.46745 -1.25772 -3.73114
H -3.58625 0.26538 -1.86634
H -3.94135 1.26878 -3.31564
H -2.21245 2.06528 -1.58864
H -2.12725 3.39178 -3.37534
H -2.00805 1.99718 -4.45414
H 0.18125 3.31938 -2.81484
H 0.07695 3.13778 -4.56994
H 1.07975 -0.19942 -5.34214
H -0.48085 0.63398 -5.31274
H 0.40115 -1.78672 -3.65024
H -0.74855 -1.82172 -5.00844
H -1.59005 -1.84242 -2.63854
C -2.72605 2.82748 1.83606
P -3.16045 1.47088 0.68236
C -3.27015 0.12718 1.90466
N -3.51925 0.45888 3.16296
C -3.74595 -0.55492 4.04276
C -3.90495 -0.28302 5.40186
C -4.17305 -1.30842 6.29496
C -4.29215 -2.61532 5.84636
C -4.14905 -2.91282 4.50266
C -3.86215 -1.89892 3.58106
N -3.64555 -2.20492 2.28106
C -3.26055 -1.19632 1.47656
P -2.59925 -1.68582 -0.12904
C -4.04095 -2.63882 -0.86064
C -1.47535 -3.13782 0.39026
C -2.21015 -4.33092 1.00216
C -0.67735 -3.63402 -0.81924
C -0.53735 -2.50592 1.41786
C -5.05335 1.86468 0.52976
C -5.16925 3.16588 -0.27154
C -5.77955 2.02008 1.86256
C -5.73225 0.72978 -0.23894
H -3.14775 2.58488 2.81166
H -3.09335 3.77558 1.45236
H -1.64335 2.87138 1.90386
H -3.79645 0.73418 5.74786
H -4.28355 -1.08862 7.34836
H -4.47595 -3.41582 6.55086
H -4.22355 -3.93042 4.14586
H -4.58365 -3.08112 -0.02744
H -3.70925 -3.42202 -1.54244
H -4.70295 -1.95842 -1.39774
H -2.74555 -4.89972 0.24386
H -2.91075 -3.97642 1.75516
H -1.48055 -4.98552 1.47766
H -1.33525 -4.04812 -1.58684
H 0.00165 -4.42742 -0.50594
H -0.08055 -2.82912 -1.24224
H -1.06025 -2.35032 2.36026
H -0.18195 -1.53872 1.04796
H 0.33065 -3.13182 1.60536
H -5.04145 4.03068 0.37476
H -6.15045 3.24638 -0.74024
H -4.41255 3.21778 -1.05584
H -5.32425 2.78738 2.48066
H -5.77035 1.08478 2.41566
H -6.81885 2.29998 1.67946
H -5.47735 0.75058 -1.29544
H -6.81555 0.81968 -0.16524
H -5.44935 -0.23592 0.18086
C 0.45535 1.13178 1.37336
O -0.71065 0.88438 0.67436
H 0.32705 1.99168 2.04646
H 1.27855 1.36098 0.67676
H 0.74585 0.25888 1.97826
O 2.12605 -1.17222 0.25836
C 1.72285 -1.06572 -0.89784
O 0.53635 -0.74922 -1.25174
C 2.67195 -1.39492 -2.05914
C 4.09985 -1.33682 -1.57824
Ge 4.59315 -2.70812 -0.19724
C 3.60575 -3.26672 1.42776
C 3.95355 -2.76192 2.67106
C 3.30555 -3.19202 3.81486
C 2.31085 -4.15062 3.73126
C 1.96065 -4.66512 2.49356
C 2.59995 -4.21742 1.35086
C 6.38225 -1.99202 0.30246
C 7.56275 -2.63482 -0.04014
C 8.79185 -2.04952 0.20596
C 8.85605 -0.80272 0.80796
C 7.68685 -0.14672 1.15236
C 6.46335 -0.73602 0.89586
C 4.91195 -4.42542 -1.18524
C 5.29435 -4.42152 -2.52214
C 5.49635 -5.59822 -3.21964
C 5.30955 -6.81702 -2.58954
C 4.94485 -6.84232 -1.25314
C 4.76085 -5.65912 -0.56124
H 2.49415 -0.67372 -2.86134
H 2.43075 -2.39892 -2.42664
H 4.29595 -0.35192 -1.15634
H 4.78885 -1.48092 -2.41264
H 4.74025 -2.02412 2.74086
H 3.57845 -2.78022 4.77706
H 1.80055 -4.49172 4.62116
H 1.18045 -5.41142 2.42136
H 2.30785 -4.60382 0.38216
H 7.51205 -3.60592 -0.51654
H 9.70155 -2.55912 -0.08154
H 9.81405 -0.34062 1.00076
H 7.73155 0.83308 1.60956
H 5.54805 -0.21612 1.14816
H 5.44175 -3.47522 -3.02674
H 5.79625 -5.56562 -4.25924
H 5.44795 -7.74062 -3.13374
H 4.80175 -7.79022 -0.75184
H 4.48855 -5.69262 0.48626
C 2.31145 4.66368 -0.07594
C 2.24205 5.72678 -1.16054
C 2.44795 7.12598 -0.58984
O 1.04585 5.68088 -1.92564
P -0.48965 5.51258 -1.45944
S -1.52575 5.91278 -3.08574
S -0.78685 3.75548 -0.54544
O -0.54605 6.74208 -0.38294
C -1.55735 6.97368 0.57956
C -2.93245 6.57538 0.06496
C -1.21315 6.26578 1.88876
H 3.29415 4.69758 0.38876
H 2.14775 3.67478 -0.50094
H 1.54895 4.84478 0.67666
H 3.02375 5.52008 -1.90764
H 1.72355 7.31668 0.19606
H 2.30245 7.85558 -1.38174
H 3.45155 7.22898 -0.18284
H -1.51745 8.06448 0.73626
H -2.95945 5.49968 -0.09034
H -3.11295 7.05378 -0.89414
H -3.70975 6.85498 0.77206
H -1.19875 5.19198 1.72906
H -1.95645 6.50438 2.64526
H -0.23115 6.57768 2.24016
```

Summary:
Highest occupied orbital energy (alpha / beta): -0.1004 / -0.1892 Ha
Expectation value of S²: 2.021
F_max: 3.67 eV/A
ΔE to the lowest compared entry with this formula, charge and spin: 54.3 kcal/mol
Multiplicity: 3
LUMO (alpha / beta): 1.89 / 1.88 eV
Net charge: -1
Molar mass: 1148.819 g mol⁻¹
Kohn-Sham gap (alpha / beta): 4.62 / 7.03 eV


# 2
Entry from OMol25: a molecular structure, C9H6BiF5IN4S2 (ωB97M-V/def2-TZVPD).

Structure (XYZ):
```
28
C9H6BiF5IN4S2 ωB97M-V/def2-TZVPD
Bi 1.28428 -1.47159 0.10204
F 3.40830 4.77810 2.22950
C 3.10564 3.49117 2.24331
C 1.97056 3.03775 1.59671
F 1.17724 3.88925 0.95386
C 1.66988 1.69250 1.62505
F 0.54245 1.28609 0.98854
C 2.46720 0.75854 2.26573
S 2.10100 -0.97068 2.41043
C 3.60328 1.24456 2.90432
F 4.40505 0.40786 3.55383
C 3.92108 2.58974 2.90395
F 5.00477 3.02006 3.53005
C -3.33993 -1.35852 -3.77337
C -3.12511 -1.70654 -2.34873
N -3.86132 -2.49343 -1.62849
N -3.25668 -2.50294 -0.40695
C -2.16698 -1.74751 -0.34633
S -1.20038 -1.46618 1.03529
N -2.07053 -1.23265 -1.58569
N -1.04238 -0.36185 -1.95835
H -4.27489 -1.80684 -4.09806
H -2.53561 -1.74672 -4.40145
H -3.40433 -0.27783 -3.90843
H -3.64316 -3.05035 0.34676
H -1.30455 0.58217 -1.68603
H -0.93083 -0.39878 -2.96446
I 1.49592 -4.18536 0.41697
```

Summary:
Highest occupied orbital energy: -0.4351 Ha
F_max: 0.40 eV/A
ΔE to the lowest compared entry with this formula, charge and spin: 4.0 kcal/mol
Multiplicity: 1
LUMO: -4.16 eV
Net charge: +1
Molar mass: 665.183 g mol⁻¹
Kohn-Sham gap: 7.67 eV


# 3
Entry from OMol25: a molecular structure, C2H6NdO2 (ωB97M-V/def2-TZVPD).

Structure (XYZ):
```
11
C2H6NdO2 ωB97M-V/def2-TZVPD
O 2.17217 -0.71738 0.53934
Nd 2.47792 0.58500 2.39583
C 0.30980 -0.18990 -0.22667
C -0.92705 -0.76264 -0.86524
H 0.70145 0.51870 -0.97570
H -0.76613 -0.78469 0.53258
H -0.88567 -0.55486 -1.94339
H -0.82934 -1.86122 -0.78157
H -1.49091 0.52068 -0.13648
O -0.41102 1.21187 0.97874
H -0.35122 2.03443 0.48258
```

Summary:
Highest occupied orbital energy (alpha / beta): -0.6173 / -0.7066 Ha
Expectation value of S²: 6.223
F_max: 4.66 eV/A
ΔE to the lowest compared entry with this formula, charge and spin: 280.9 kcal/mol
Multiplicity: 5
LUMO (alpha / beta): -10.56 / -10.93 eV
Net charge: +2
Molar mass: 206.308 g mol⁻¹
Kohn-Sham gap (alpha / beta): 6.24 / 8.30 eV


# 4
Entry from OMol25: a molecular structure, C44H45N5OSeSi2Y (ωB97M-V/def2-TZVPD).

Structure (XYZ):
```
99
C44H45N5OSeSi2Y ωB97M-V/def2-TZVPD
Y -0.10922 0.21570 0.07224
C 3.78274 0.54350 2.85704
C 2.70693 0.01084 2.12210
N 1.59001 0.66616 1.91800
C 1.44118 1.90743 2.45983
C 2.49359 2.55388 3.13443
C 3.68418 1.81852 3.32938
C 2.32802 3.88503 3.58299
C 1.13896 4.51688 3.35873
C 0.06102 3.85447 2.74208
C 0.16031 2.54216 2.31499
N -0.82579 1.79390 1.69877
C -2.12677 1.88818 2.09886
C -2.62079 2.56677 3.21038
C -3.98019 2.54036 3.55976
C -4.89980 1.83401 2.84008
C -4.44801 1.06269 1.74495
C -5.31187 0.22319 1.00897
C -4.81029 -0.57137 0.02188
C -3.43085 -0.52597 -0.23650
N -2.60265 0.26792 0.39815
C -3.08297 1.07433 1.38256
H 4.67851 -0.04564 2.99240
H 2.78310 -0.96670 1.66409
H 4.50814 2.28482 3.85695
H 3.15037 4.38523 4.07824
H 1.01062 5.54796 3.66521
H -0.85941 4.39630 2.57624
H -1.94296 3.11783 3.84203
H -4.29713 3.09978 4.43216
H -5.94790 1.82125 3.11008
H -6.36635 0.20704 1.25928
H -5.44004 -1.24115 -0.54710
H -2.99663 -1.17693 -0.97964
C -2.61478 -2.61918 3.01951
Si -0.80970 -2.13897 2.72673
C 0.39221 -3.39752 3.47431
C -0.54349 -0.66883 3.86205
N -0.57364 -1.87314 1.02459
C -0.79137 -2.93437 0.16991
C -1.03112 -4.27201 0.55364
C -1.11614 -5.31760 -0.35123
C -0.97760 -5.09264 -1.70880
C -0.82645 -3.78299 -2.14622
C -0.79524 -2.74940 -1.23441
O -0.73568 -1.40700 -1.65838
C -1.06618 -1.13364 -2.98655
C -2.30944 -1.48317 -3.49426
C -2.62605 -1.13785 -4.79840
C -1.70978 -0.45513 -5.58632
C -0.47191 -0.11833 -5.06117
C -0.14370 -0.45640 -3.75659
H -2.78528 -3.01608 4.02292
H -2.98119 -3.34680 2.29462
H -3.22134 -1.71433 2.91347
H 0.15127 -3.53979 4.53130
H 1.39775 -2.96955 3.42776
H 0.43596 -4.37502 3.00051
H -0.93235 -0.97415 4.83841
H -1.07497 0.22904 3.56329
H 0.50927 -0.41952 3.98883
H -1.14184 -4.50094 1.60058
H -1.28053 -6.32194 0.02055
H -1.00396 -5.90337 -2.42401
H -0.74476 -3.57192 -3.20350
H -3.01260 -2.04272 -2.89302
H -3.59598 -1.40616 -5.19738
H -1.96349 -0.18343 -6.60241
H 0.24608 0.42108 -5.66572
H 0.79718 -0.17362 -3.30256
C -0.94930 1.96103 -1.64223
C 0.13683 2.89178 -1.80931
C 0.45975 3.83688 -0.80840
C 1.57451 4.64035 -0.88815
C 2.42443 4.56572 -1.99505
C 2.11040 3.66384 -3.02022
C 1.00177 2.86004 -2.93115
C 3.57786 5.40114 -2.09073
N 4.50747 6.07836 -2.17520
H -1.33228 1.55408 -2.57676
H -1.75284 2.34226 -1.00792
H -0.19392 3.92116 0.05022
H 1.79703 5.33883 -0.09004
H 2.75717 3.60377 -3.88759
H 0.78659 2.16550 -3.73396
C 5.41948 -0.98908 -2.56451
Si 3.58315 -0.81113 -2.92371
C 3.42494 0.38159 -4.37391
C 2.93610 -2.49667 -3.45811
Se 2.59002 -0.07136 -1.06371
H 5.95596 -1.34228 -3.44968
H 5.57809 -1.70336 -1.75517
H 5.84708 -0.03406 -2.25686
H 3.98992 0.01819 -5.23639
H 3.80848 1.36390 -4.09444
H 2.38543 0.50702 -4.68083
H 3.52242 -2.89298 -4.29216
H 1.89281 -2.44008 -3.77076
H 2.99628 -3.20071 -2.62652
```

Summary:
Highest occupied orbital energy: -0.1529 Ha
F_max: 0.29 eV/A
ΔE to the lowest compared entry with this formula, charge and spin: 0.0 kcal/mol
Multiplicity: 1
LUMO: 2.11 eV
Net charge: -1
Molar mass: 883.916 g mol⁻¹
Kohn-Sham gap: 6.27 eV